Here is C25H45N2OP3PdSe as an isolated structure at a distorted geometry from the OMol25 dataset. Energies are from ωB97M-V/def2-TZVPD.

Values from the calculation:
Max |F|, eV Å⁻¹: 2.55
Total energy, eV: -128334.4351
HOMO energy (spin up / spin down), eV: -18.7 / -18.6
E_LUMO (spin up / spin down), eV: -10.73 / -14.35
Orbital gap (spin up / spin down), eV: 7.9 / 4.3
Energy relative to the best compared isomer or geometry (same formula, charge and spin), eV: 2.394

```
! wB97M-V def2-TZVPD RIJCOSX def2/J DEFGRID3
* xyz 4 5
Pd -0.74592 1.10388 -1.21915
P -1.44874 1.21320 0.96848
P -2.11054 -0.51407 -2.11941
P -0.11172 3.35753 -1.42787
H 2.88864 -1.02636 0.38584
C 3.49006 -0.34951 1.01472
C 2.93624 0.27091 2.07042
H 1.92058 0.01833 2.40290
C -1.38925 -0.35637 1.87436
C -3.18939 1.75056 1.03537
C -0.55920 2.35569 2.07182
C -1.27212 -1.72705 -3.18174
C -3.03536 -1.53879 -0.93283
C -3.38952 0.25630 -3.16140
C 1.42107 3.65420 -0.48090
C -1.37119 4.50798 -0.78551
C 0.22100 3.96162 -3.10959
H 4.52889 -0.16990 0.70333
H 3.44616 1.06025 2.63230
H -0.66981 -0.27600 2.69875
H -1.04515 -1.16145 1.20412
H -2.38146 -0.60641 2.27602
H -3.80764 1.15618 0.34969
H -3.25619 2.81057 0.75709
H -3.54112 1.61346 2.06726
H 0.52286 2.18400 2.00638
H -0.89355 2.14534 3.09791
H -0.78268 3.40177 1.83302
H -1.91011 -2.61444 -3.29706
H -0.31913 -2.02579 -2.72407
H -1.08567 -1.28341 -4.16908
H -3.75134 -2.15471 -1.49395
H -3.59040 -0.91532 -0.22374
H -2.34493 -2.19072 -0.38222
H -4.00373 -0.51260 -3.64854
H -2.89672 0.87566 -3.92125
H -4.02496 0.89634 -2.53619
H 2.00637 4.44806 -0.96165
H 2.01993 2.73408 -0.45223
H 1.18221 3.95763 0.54502
H -1.15438 5.52062 -1.15175
H -1.39685 4.52008 0.30982
H -2.35574 4.19944 -1.15915
H 0.41237 5.04377 -3.08009
H -0.66148 3.76750 -3.73233
H 1.08546 3.44880 -3.55239
C 2.15136 0.88954 -3.59756
C 1.74845 -0.08964 -4.52176
C 2.16957 0.03787 -5.84705
C 3.05774 1.05659 -6.21379
C 3.52286 1.96918 -5.26206
C 3.10219 1.86648 -3.93944
O 1.61840 0.96902 -2.33388
H 0.65323 0.56016 -2.24197
H 1.10039 -0.90592 -4.19964
H 1.80611 -0.66515 -6.60195
H 3.37741 1.14406 -7.25356
H 4.21912 2.76330 -5.53591
H 3.43134 2.55769 -3.16368
C -1.20858 -4.95147 2.61632
N -0.06172 -4.17979 3.03458
C 0.69628 -3.37686 2.21359
Se 0.46704 -3.18100 0.41143
N 1.57072 -2.73732 3.07020
C 1.27780 -3.03447 4.40430
C 1.65394 -2.40465 5.58854
C 0.94539 -2.75497 6.74871
C -0.12052 -3.67744 6.70774
C -0.47896 -4.31315 5.51070
C 0.25123 -3.96549 4.37793
H -1.22728 -5.87789 3.20032
H -1.10750 -5.17219 1.55113
H -2.14591 -4.40593 2.79274
H 2.23348 -2.02173 2.76010
H 2.46581 -1.67727 5.57055
H 1.20915 -2.30599 7.70755
H -0.67748 -3.88926 7.62046
H -1.28691 -5.03715 5.42483
*
```

---

Here is C3H3NO2 as an isolated structure at a distorted geometry from the OMol25 dataset. Energies are from ωB97M-V/def2-TZVPD.

Values from the calculation:
Max |F|, eV Å⁻¹: 1.71
Total energy, eV: -8739.8934
HOMO energy, eV: -8.5
E_LUMO, eV: 0.76
Orbital gap, eV: 9.3
Energy relative to the best compared isomer or geometry (same formula, charge and spin), eV: 5.238

```
! wB97M-V def2-TZVPD RIJCOSX def2/J DEFGRID3
* xyz 0 1
O -0.54935 -0.89179 1.19068
C 0.44474 -0.99844 0.33840
C 1.25499 -2.04110 0.12967
O 1.04443 -0.38480 -0.61821
C -1.05154 2.16427 -0.91338
N -1.22045 1.38298 -0.09166
H -1.05413 -0.10027 0.95944
H 2.20038 -2.09010 0.63242
H -1.06906 2.95925 -1.62737
*
```

---

Here is C10H9Cl3GeN4RbS2Se as an isolated structure from the OMol25 dataset. Energies are from ωB97M-V/def2-TZVPD.

Values from the calculation:
Max |F|, eV Å⁻¹: 0.83
Total energy, eV: -198236.6573
HOMO energy (spin up / spin down), eV: 0.7 / -1.8
E_LUMO (spin up / spin down), eV: 4.10 / 4.09
Orbital gap (spin up / spin down), eV: 3.4 / 5.8
Energy relative to the best compared isomer or geometry (same formula, charge and spin), eV: 1.457

```
! wB97M-V def2-TZVPD RIJCOSX def2/J DEFGRID3
* xyz -2 2
Rb 2.46251 0.19759 -0.09863
C -2.99607 3.20239 -0.10295
N -3.01421 1.76310 -0.06206
C -4.11572 0.98444 0.10794
C -3.70908 -0.30591 0.10417
N -2.31433 -0.33308 -0.08120
C -1.87513 0.98609 -0.18297
S -0.36312 1.70462 -0.46817
C -1.60136 -1.52499 -0.11932
C -2.30501 -2.76989 -0.12258
C -1.59196 -3.93593 -0.08358
C -0.18510 -3.90692 -0.04076
C 0.40490 -2.64489 -0.06557
N -0.23541 -1.48905 -0.10886
H -4.02560 3.55457 -0.03289
H -2.53990 3.54892 -1.02948
H -2.40549 3.60347 0.72134
H -5.10078 1.39971 0.22990
H -4.29198 -1.19277 0.23611
H -3.38108 -2.82220 -0.18495
H -2.12528 -4.88108 -0.09683
H 0.42172 -4.79935 -0.00564
H 1.49262 -2.58162 -0.05358
S 4.91543 5.66869 0.06200
C 4.71262 4.10931 0.45438
N 4.55695 2.98700 0.77573
Cl 6.52747 -2.09082 0.23066
Ge 5.63887 1.19467 0.61273
Cl 7.63599 2.17039 0.14295
Cl 4.93336 0.95795 -1.60225
Se 4.47416 -2.75440 0.86436
*
```

---

Here is the molecule C5H5N3O4 at a distorted geometry from the OMol25 dataset. Energies are from ωB97M-V/def2-TZVPD.

Values from the calculation:
Max |F|, eV Å⁻¹: 5.16
Total energy, eV: -17923.6703
HOMO energy, eV: -9.9
E_LUMO, eV: -0.68
SMILES string: Cc1[nH]c(=O)[nH]c(=O)c1[N+](=O)[O-]
Orbital gap, eV: 9.3
Energy relative to the best compared isomer or geometry (same formula, charge and spin), eV: 0.789

```
! wB97M-V def2-TZVPD RIJCOSX def2/J DEFGRID3
* xyz 0 1
C 1.17628 -1.82766 -0.04184
C 0.41850 -0.52308 -0.19879
N 0.92733 0.45966 -1.08214
C 0.35814 1.67418 -1.21123
O 0.91704 2.41661 -1.98802
N -0.77225 2.03033 -0.59327
C -1.20726 1.19637 0.40754
O -1.99105 1.69856 1.14400
C -0.65218 -0.14430 0.58792
N -1.23776 -1.00754 1.47126
O -1.12988 -0.77642 2.69182
O -1.81065 -2.01655 1.02163
H 0.57833 -2.64275 0.38322
H 2.09448 -1.65817 0.54467
H 1.53327 -2.17838 -1.03732
H 1.76916 0.27750 -1.60366
H -0.97150 3.02164 -0.49581
*
```

---

Here is a 2-piece molecular cluster, C3H8ClN2 overall at a distorted geometry from the OMol25 dataset. Energies are from ωB97M-V/def2-TZVPD.

Values from the calculation:
Max |F|, eV Å⁻¹: 4.98
Total energy, eV: -18733.2552
HOMO energy, eV: -14.0
E_LUMO, eV: -5.70
Orbital gap, eV: 8.3
Energy relative to the best compared isomer or geometry (same formula, charge and spin), eV: 3.484

```
! wB97M-V def2-TZVPD RIJCOSX def2/J DEFGRID3
* xyz 1 1
C 1.25370 0.01523 -1.38388
C -1.92549 0.23296 1.88846
C 1.76943 -1.32366 0.57976
N 0.42342 0.86221 -1.90444
N 1.03153 -0.40755 -0.17145
Cl 2.56868 -2.46847 -0.42539
H 2.23426 -0.25421 -1.83228
H -2.91495 0.39876 2.09360
H -1.26480 0.87116 2.44258
H -1.93920 0.35495 0.83684
H -1.70177 -0.83055 2.09438
H 0.75200 1.27966 -2.87242
H -0.46304 1.33774 -1.56213
H 0.17623 -0.06822 0.21636
*
```

---

Here is C15H42N10O10Zn2 as an isolated structure at a distorted geometry from the OMol25 dataset. Energies are from ωB97M-V/def2-TZVPD.

Values from the calculation:
Max |F|, eV Å⁻¹: 7.06
Total energy, eV: -148417.9757
HOMO energy, eV: -12.7
E_LUMO, eV: -11.36
Orbital gap, eV: 1.4
Energy relative to the best compared isomer or geometry (same formula, charge and spin), eV: 13.904

```
! wB97M-V def2-TZVPD RIJCOSX def2/J DEFGRID3
* xyz 2 1
Zn 10.92035 -18.27260 19.13886
Zn 8.23878 -21.93859 14.64056
C 7.40533 -20.67660 18.56843
O 7.13572 -21.72963 17.99170
O 8.04734 -20.53410 19.60773
O 8.06530 -20.06326 17.70904
C 10.48348 -25.40848 21.88655
O 11.07404 -26.39425 22.33648
N 10.56512 -24.25544 22.38532
N 9.63265 -25.52380 20.87794
H 9.89943 -23.65837 21.91579
H 11.12655 -24.01060 23.18841
H 8.98157 -24.75882 20.77300
H 9.38007 -26.37452 20.39568
C 0.85583 -22.22443 15.99583
O -0.31594 -22.15478 16.16641
N 1.66602 -23.05954 16.56342
N 1.41183 -21.40824 15.15678
H 1.26545 -23.56811 17.33865
H 2.59416 -22.66206 16.58951
H 0.81366 -20.72972 14.70743
H 2.40993 -21.32550 15.02622
C 13.33755 -18.66604 24.21831
O 12.54007 -18.36493 23.38976
N 14.40669 -19.41765 23.88155
N 13.28591 -18.41456 25.46514
H 14.50332 -19.65919 22.90563
H 15.06935 -19.61027 24.61904
H 12.61923 -17.85240 25.97464
H 14.21977 -18.38398 25.84866
C 4.24501 -17.35444 24.01641
O 4.60911 -16.46933 23.23072
N 4.95707 -18.45092 24.04303
N 3.24024 -17.22734 24.83810
H 4.72582 -19.21977 24.65580
H 5.57881 -18.71088 23.29072
H 2.98459 -18.04710 25.36983
H 2.61150 -16.44604 24.95788
C 13.22106 -13.39492 19.58999
O 11.88169 -13.88117 19.72738
C 10.99719 -12.83055 20.13789
C 9.54026 -13.33828 20.09402
N 9.24711 -14.27470 18.94858
C 9.12353 -13.55040 17.70064
C 7.74166 -13.15567 17.39199
O 7.32385 -11.93974 17.96700
C 5.95904 -11.75272 18.15082
H 13.21437 -12.50497 18.96066
H 13.72105 -14.17924 19.02171
H 13.79002 -13.43402 20.51888
H 11.09947 -12.03042 19.40479
H 11.15628 -12.44141 21.14355
H 8.84426 -12.50849 19.97092
H 9.48980 -13.91804 21.01567
H 8.29402 -14.51896 19.17674
H 9.55665 -14.13507 16.88906
H 9.66362 -12.60823 17.79405
H 7.02093 -13.95132 17.58062
H 7.64513 -12.80292 16.36517
H 5.55808 -11.67557 17.14019
H 5.81296 -10.91739 18.83564
H 5.39640 -12.61787 18.50162
C 6.86679 -27.28552 12.39625
C 7.49993 -26.37079 13.47921
C 8.99596 -26.18155 13.27747
O 9.43142 -25.38610 14.38014
C 10.81409 -25.48008 14.69793
N 6.88861 -25.08547 13.21009
H 6.92572 -26.94476 11.36256
H 5.82082 -27.46991 12.64129
H 7.31724 -28.27600 12.46067
H 7.26665 -26.87697 14.41594
H 9.23260 -25.64974 12.35590
H 9.38253 -27.20032 13.24965
H 10.85744 -24.95762 15.65357
H 11.41049 -25.05119 13.89266
H 11.00617 -26.54129 14.85617
H 6.89085 -25.03737 12.20124
H 5.93050 -25.40317 13.24461
*
```

---

What is the total energy in the fifth record? -18733.2552 eV

---

The highest total energy belongs to which entry? C3H3NO2

---

The lowest total energy belongs to which entry? C10H9Cl3GeN4RbS2Se

---

The highest max |F| belongs to which entry? C15H42N10O10Zn2